{"formula": "C7H11NO2", "method": "the ωB97M-V functional and the def2-TZVPD basis", "symbols": ["C", "C", "C", "C", "C", "C", "C", "N", "O", "O", "H", "H", "H", "H", "H", "H", "H", "H", "H", "H", "H"], "xyz": [[0.97965, -0.20832, 1.37830], [-0.87313, 0.49053, -0.60162], [1.57505, -0.07397, 0.15872], [0.60272, 0.43648, -0.90040], [2.89841, -0.72608, -0.30659], [-1.48293, -0.34547, -1.90207], [-2.62515, 0.41704, 1.19884], [-1.23508, -0.09698, 0.80481], [-0.17264, 0.37098, 1.78835], [0.95753, 0.84378, -1.95017], [1.41551, -0.76206, 2.17085], [-1.30084, 1.39445, -0.66811], [3.81293, -0.18906, 0.17730], [3.01330, -0.64239, -1.39852], [2.86831, -1.75156, -0.18486], [-1.16871, 0.39931, -2.56599], [-2.60405, -0.45158, -1.92916], [-0.88488, -1.23546, -1.99737], [-3.15249, 0.93033, 0.41545], [-3.12313, -0.40886, 1.71243], [-2.58563, 1.21892, 2.05019]], "lowdin_charge": [-0.105, -0.189, -0.125, -0.374, -0.035, 0.017, -0.049, -0.070, -0.068, 0.113, 0.117, 0.089, 0.116, 0.074, 0.039, 0.039, 0.092, 0.072, 0.063, 0.071, 0.112], "smiles": "CC1=CON(C)[C@H](C)C1=O", "homo_lumo_gap_ha": 0.3488, "max_force_ev_per_a": 5.63, "e_homo_ev": -8.97, "energy_ha": -478.4090}



{"formula": "C11H21AuN3O5S", "method": "the ωB97M-V functional and the def2-TZVPD basis", "symbols": ["Au", "O", "C", "C", "N", "C", "C", "O", "O", "C", "C", "O", "O", "H", "H", "H", "H", "H", "H", "H", "H", "H", "C", "N", "C", "C", "S", "N", "C", "C", "H", "H", "H", "H", "H", "H", "H", "H", "H", "H", "H", "H"], "xyz": [[0.13768, -0.66889, 0.79093], [2.27541, 0.15667, 1.66296], [2.12899, 0.46088, 3.05611], [0.80476, 1.15157, 3.38823], [-0.36789, 0.27347, 3.41185], [-0.36080, -0.84785, 4.21995], [-0.01197, -2.33541, 3.41834], [-0.12236, -3.24176, 4.18650], [0.33294, -2.24302, 2.21972], [-1.65500, 0.80107, 3.01859], [-2.53932, -0.19453, 2.16285], [-3.67327, -0.37978, 2.52525], [-2.00078, -0.68177, 1.09106], [2.51333, 0.95137, 1.17059], [2.21863, -0.49073, 3.57708], [2.94809, 1.10258, 3.38136], [0.89947, 1.62842, 4.37044], [0.62270, 1.93745, 2.65447], [0.41903, -0.82810, 4.97798], [-1.33691, -1.06016, 4.64861], [-2.26244, 1.03636, 3.89356], [-1.52461, 1.69886, 2.41528], [0.30973, 1.05920, -4.83495], [0.81944, 0.93128, -3.47075], [1.99612, 1.75524, -3.19740], [0.12270, 0.31794, -2.50506], [0.25159, 0.97124, -0.89504], [-0.70307, -0.67862, -2.79949], [-1.75625, -1.12306, -1.89554], [-0.49328, -1.55613, -3.95133], [0.37874, 2.10607, -5.12966], [-0.73378, 0.76294, -4.88897], [0.89647, 0.46768, -5.53873], [2.62261, 1.75438, -4.08770], [2.56471, 1.34243, -2.37137], [1.72025, 2.78489, -2.96247], [-2.16080, -0.29540, -1.32252], [-1.39718, -1.88168, -1.19801], [-2.55667, -1.55708, -2.49204], [0.46377, -1.35805, -4.42138], [-1.29478, -1.44273, -4.68180], [-0.49600, -2.58725, -3.59750]], "lowdin_charge": [0.914, -0.146, -0.189, -0.113, -0.127, -0.022, -0.545, 0.183, -0.076, -0.052, -0.603, 0.113, -0.146, 0.085, 0.124, 0.136, 0.150, 0.129, 0.144, 0.150, 0.144, 0.131, -0.031, -0.197, -0.069, -0.658, 0.724, -0.181, -0.069, -0.023, 0.105, 0.094, 0.102, 0.100, 0.071, 0.097, 0.066, 0.081, 0.107, 0.088, 0.105, 0.107], "homo_lumo_gap_ha": [0.3469, 0.2367], "spin_multiplicity": 3, "max_force_ev_per_a": 0.93, "e_homo_ev": [-12.13, -12.50], "energy_ha": -1505.7748, "total_charge": 1}



{"formula": "C4H10O4P", "method": "the ωB97M-V functional and the def2-TZVPD basis", "symbols": ["C", "C", "C", "C", "O", "O", "O", "O", "P", "H", "H", "H", "H", "H", "H", "H", "H", "H", "H"], "xyz": [[1.10202, -1.61294, -1.54458], [-0.27832, -1.50868, -2.15626], [1.32599, 2.00126, 0.35302], [-0.81841, 0.20837, 2.45089], [1.07487, -0.99053, -0.28697], [-1.03987, -0.49382, -1.39749], [0.15753, 1.38150, -0.27846], [-0.91296, -0.54156, 1.19625], [-0.20370, -0.12537, -0.12090], [1.44309, -2.58785, -1.26295], [1.64320, -1.01044, -2.25256], [-0.24409, -1.29846, -3.19250], [-0.83604, -2.32087, -1.96863], [2.17857, 2.00701, -0.35375], [1.59276, 1.43731, 1.25791], [0.98503, 2.94259, 0.67572], [0.21495, 0.03862, 2.74098], [-1.67617, -0.10871, 3.01308], [-0.94845, 1.27137, 2.41158]], "lowdin_charge": [-0.130, -0.077, -0.007, -0.004, -0.091, -0.070, -0.160, -0.139, 0.558, 0.148, 0.138, 0.136, 0.097, 0.120, 0.092, 0.087, 0.104, 0.106, 0.090], "homo_lumo_gap_ha": 0.4738, "max_force_ev_per_a": 3.76, "e_homo_ev": -15.80, "energy_ha": -800.5110, "total_charge": 1}



{"formula": "C13H18F4N2Sn", "method": "the ωB97M-V functional and the def2-TZVPD basis", "symbols": ["Sn", "C", "C", "N", "C", "C", "C", "C", "N", "C", "C", "F", "C", "F", "C", "C", "F", "C", "F", "H", "H", "H", "H", "H", "H", "H", "H", "H", "H", "H", "H", "H", "H", "H", "C", "H", "H", "H"], "xyz": [[0.40651, -0.98813, 0.05845], [3.33004, -0.88122, 1.19257], [3.41217, 0.07286, 0.01706], [2.14634, 0.12953, -0.81480], [2.41106, -0.36726, -2.20795], [2.77423, -1.83791, -2.25892], [1.61178, 1.51766, -0.84955], [0.25205, 1.62806, -1.54610], [-0.59440, 0.45453, -1.26410], [-1.77187, 0.27294, -1.85956], [-2.51286, -0.91679, -1.57563], [-1.97964, -1.76648, -0.67769], [-3.69678, -1.21412, -2.17860], [-4.31739, -2.33601, -1.89166], [-4.26161, -0.31240, -3.09206], [-3.60148, 0.87585, -3.37284], [-4.12872, 1.73968, -4.21174], [-2.39918, 1.18460, -2.77484], [-1.82467, 2.34057, -3.04135], [4.27521, -0.87309, 1.73476], [2.56817, -0.58605, 1.91896], [3.15911, -1.91321, 0.87114], [3.63506, 1.08384, 0.35619], [4.22128, -0.22298, -0.64694], [1.52085, -0.17972, -2.80882], [3.21378, 0.24754, -2.62294], [1.95829, -2.48208, -1.91275], [2.97819, -2.11732, -3.29150], [3.66317, -2.07340, -1.67535], [1.52898, 1.86554, 0.18253], [2.32774, 2.17578, -1.34633], [-0.23501, 2.52008, -1.14441], [0.35444, 1.78707, -2.61768], [-5.21195, -0.53442, -3.56254], [-0.21708, -0.16426, 1.97262], [0.58366, 0.49960, 2.29070], [-0.33672, -1.00507, 2.64911], [-1.15105, 0.35889, 1.78575]], "lowdin_charge": [1.502, -0.081, -0.192, -0.309, -0.225, -0.062, -0.156, -0.153, -0.028, -0.119, -0.122, 0.036, -0.184, 0.178, 0.189, -0.183, 0.176, -0.097, 0.162, 0.110, 0.055, 0.080, 0.134, 0.129, 0.115, 0.148, 0.056, 0.105, 0.088, 0.132, 0.155, 0.152, 0.136, 0.171, -0.172, 0.019, 0.027, 0.028], "homo_lumo_gap_ha": [0.2400, 0.2392], "max_force_ev_per_a": 0.30, "e_homo_ev": [-16.25, -16.27], "energy_ha": -1228.7508, "total_charge": 2}



{"formula": "C5H6NS", "method": "the ωB97M-V functional and the def2-TZVPD basis", "symbols": ["C", "C", "C", "C", "C", "N", "S", "H", "H", "H", "H", "H", "H"], "xyz": [[-1.94701, -2.09794, 1.79894], [-1.07080, -2.13407, 1.03229], [1.41627, -0.12226, 0.55213], [-0.52001, 1.31983, -0.37330], [0.61953, -0.86431, -0.36154], [-0.28179, 0.02079, -1.07787], [1.02399, 1.67106, 0.55439], [1.32564, -0.54195, 1.56358], [2.47879, -0.28728, 0.32227], [-0.71941, 2.13210, -1.06924], [-1.35382, 1.20830, 0.32903], [-1.15887, -0.48353, -1.28287], [0.18750, 0.17925, -1.98781]], "lowdin_charge": [0.087, -0.058, -0.467, -0.375, 0.051, -0.006, 0.935, 0.116, 0.123, 0.102, 0.104, 0.184, 0.206], "homo_lumo_gap_ha": [0.2499, 0.2757], "max_force_ev_per_a": 7.60, "e_homo_ev": [-14.08, -14.06], "energy_ha": -646.3653, "total_charge": 1}



{"formula": "C39H36BIrN7OPS", "method": "the ωB97M-V functional and the def2-TZVPD basis", "symbols": ["Ir", "C", "C", "N", "N", "C", "B", "N", "C", "C", "C", "N", "N", "C", "C", "C", "N", "H", "H", "H", "H", "H", "H", "H", "H", "H", "H", "N", "C", "C", "C", "C", "C", "C", "P", "C", "C", "C", "C", "C", "C", "C", "C", "C", "C", "C", "C", "H", "H", "H", "H", "H", "H", "H", "H", "H", "H", "H", "H", "H", "H", "H", "H", "O", "S", "C", "C", "C", "C", "C", "C", "C", "C", "C", "C", "C", "C", "H", "H", "H", "H", "H", "H", "H", "H", "H", "H"], "xyz": [[-1.10842, -0.84955, -0.90964], [-2.58150, -1.88075, -4.78293], [-1.63119, -1.28042, -3.96503], [-1.99230, -1.39375, -2.68618], [-3.17460, -2.04378, -2.66053], [-3.54313, -2.35173, -3.91071], [-3.86388, -2.31131, -1.31298], [-3.97631, -0.92097, -0.60083], [-5.03375, -0.27433, -0.10132], [-4.59290, 0.84094, 0.59381], [-3.21005, 0.80573, 0.47690], [-2.86085, -0.26330, -0.24242], [-2.92453, -3.15414, -0.43335], [-3.06087, -4.34923, 0.15783], [-1.87415, -4.66854, 0.79161], [-1.03433, -3.58757, 0.54392], [-1.67783, -2.69369, -0.20851], [-2.57224, -1.95738, -5.85522], [-0.73142, -0.76024, -4.24175], [-4.46494, -2.87807, -4.09359], [-4.92841, -2.82045, -1.45683], [-6.02740, -0.65951, -0.25796], [-5.19029, 1.56032, 1.12494], [-2.46262, 1.47065, 0.87800], [-3.98875, -4.89171, 0.08502], [-1.65243, -5.55236, 1.36215], [-0.01867, -3.41021, 0.85895], [-2.78402, 1.95173, -2.48130], [-1.74150, 2.50565, -3.22700], [-2.01460, 3.31601, -4.33072], [-0.99408, 3.88062, -5.06842], [0.33780, 3.66196, -4.72282], [0.62734, 2.83145, -3.66310], [-0.39861, 2.22414, -2.91762], [0.05321, 1.04349, -1.65526], [0.12221, 1.85704, -0.02120], [-0.03194, 3.19031, 0.20602], [-0.24852, 3.64324, 1.52803], [-0.41709, 2.77969, 2.60855], [-0.29653, 1.42734, 2.40143], [0.16512, 0.89257, 1.10371], [1.75968, 0.53098, -1.97096], [2.81172, 0.90683, -1.13641], [4.11374, 0.55555, -1.45857], [4.37396, -0.17146, -2.61081], [3.33041, -0.56031, -3.44066], [2.02847, -0.21290, -3.12339], [-2.76312, 2.15783, -1.49376], [-3.69806, 2.16766, -2.85439], [-3.04700, 3.51451, -4.59190], [-1.23618, 4.51201, -5.91299], [1.13574, 4.12459, -5.28582], [1.66173, 2.63044, -3.41560], [-0.03392, 3.90083, -0.61218], [-0.33334, 4.71118, 1.69733], [-0.66863, 3.16996, 3.58489], [-0.43298, 0.70906, 3.20189], [1.26732, 0.92870, 1.40220], [2.63822, 1.49359, -0.24442], [4.92522, 0.85866, -0.81086], [5.39209, -0.43305, -2.86640], [3.53124, -1.12792, -4.33900], [1.22927, -0.51467, -3.78625], [-0.17322, -0.40466, 0.82597], [1.15713, -1.94981, 3.43198], [2.83543, -2.00096, 2.86395], [3.06471, -1.96372, 1.49253], [4.35837, -2.08791, 1.00068], [5.42360, -2.22549, 1.87686], [5.19324, -2.25152, 3.24779], [3.90397, -2.15309, 3.74342], [1.15632, -0.61217, 4.59110], [0.12551, -0.58491, 5.52814], [-0.00459, 0.49772, 6.38730], [0.89791, 1.55214, 6.33363], [1.93195, 1.51887, 5.40722], [2.05713, 0.45074, 4.52916], [2.22508, -1.83815, 0.81701], [4.53067, -2.07209, -0.06779], [6.43227, -2.31938, 1.49735], [6.02188, -2.36747, 3.93354], [3.72180, -2.20419, 4.80928], [-0.56710, -1.41551, 5.58966], [-0.80245, 0.50396, 7.11834], [0.80774, 2.38198, 7.02142], [2.65127, 2.32732, 5.36878], [2.86478, 0.43636, 3.80706]], "lowdin_charge": [1.323, -0.016, -0.113, -0.133, -0.014, -0.028, -0.463, 0.018, -0.019, -0.008, -0.112, -0.119, -0.014, -0.023, -0.012, -0.088, -0.118, 0.113, 0.091, 0.139, 0.131, 0.143, 0.115, 0.108, 0.139, 0.114, 0.102, 0.115, -0.315, -0.013, -0.038, -0.058, -0.074, -0.304, 0.989, -0.250, -0.019, 0.055, -0.006, 0.096, -0.481, -0.359, -0.073, -0.057, -0.044, -0.041, -0.084, 0.062, 0.105, 0.122, 0.122, 0.117, 0.110, 0.129, 0.138, 0.132, 0.123, 0.216, 0.102, 0.122, 0.122, 0.121, 0.087, -0.351, 1.015, -0.536, -0.117, -0.084, -0.067, -0.057, -0.089, -0.551, -0.117, -0.070, -0.082, -0.079, -0.116, 0.080, 0.097, 0.111, 0.115, 0.121, 0.109, 0.113, 0.109, 0.111, 0.107], "homo_lumo_gap_ha": 0.1645, "max_force_ev_per_a": 0.71, "e_homo_ev": -12.24, "energy_ha": -2834.5720, "total_charge": 2}



{"formula": "C3H10NO", "method": "the ωB97M-V functional and the def2-TZVPD basis", "symbols": ["C", "C", "C", "N", "H", "H", "H", "H", "H", "H", "H", "H", "H", "H", "O"], "xyz": [[-0.45076, -1.90845, -0.36478], [0.87869, -1.92614, 0.39410], [0.96334, 0.51940, 0.08635], [1.52272, -0.59054, 0.40143], [-0.37196, -1.37393, -1.30767], [-1.06234, -1.17089, 0.14320], [-0.72231, -2.93633, -0.60159], [1.66625, -2.52752, -0.05932], [0.82693, -2.29281, 1.40925], [1.67078, 1.32755, -0.03150], [-0.09849, 0.76314, -0.05014], [2.43273, -0.40551, 0.83005], [-3.13987, 4.43742, -0.51416], [-1.62311, 4.21192, -0.36116], [-2.49257, 3.87268, 0.02594]], "lowdin_charge": [-0.048, -0.149, 0.160, 0.062, 0.081, 0.070, 0.110, 0.144, 0.140, 0.121, 0.119, 0.192, 0.236, 0.223, 0.540], "homo_lumo_gap_ha": [0.3825, 0.1197], "spin_multiplicity": 2, "max_force_ev_per_a": 2.10, "e_homo_ev": [-19.18, -19.18], "energy_ha": -249.4376, "total_charge": 2}



> What is the formula in the fourth record?

C13H18F4N2Sn